42
Properties=species:S:1:pos:R:3:forces:R:3 method="wB97M-V/def2-TZVPD" homo_energy_ev="-12.374 / -15.226" charge=+2 s2=8.777 gap_ev="5.463 / 6.442" spin_multiplicity=6
Pd -1.08893 0.74072 0.58623 0.011 0.202 0.176
Cl -0.20140 8.00606 1.18585 0.063 0.086 -0.066
C -0.08850 6.33272 1.17006 -0.007 -0.123 -0.084
C -1.05201 5.54222 0.58149 -0.029 -0.115 0.040
Cl -2.37390 6.22942 -0.23970 0.008 0.006 -0.012
C -0.93737 4.11474 0.66059 -0.042 0.048 -0.076
Cl -2.27854 3.14659 0.18837 0.003 -0.129 0.060
C 0.30863 3.44754 0.95304 0.057 0.118 0.071
O 0.50249 2.21776 0.79890 -0.071 -0.170 0.081
C 1.37910 4.30940 1.38309 -0.037 -0.015 -0.023
Cl 2.96705 3.79429 1.29954 0.015 0.060 -0.124
C 1.04964 5.68853 1.80037 0.157 0.078 0.032
Cl 1.79028 6.34039 3.15467 -0.145 -0.092 0.129
C 0.90265 -0.01368 -2.12415 -0.009 0.029 0.013
P 0.01605 -0.84691 -0.79437 0.042 -0.004 -0.155
C -1.29142 -1.86494 -1.43986 0.002 -0.028 0.047
C -1.46353 -2.04887 -2.81418 -0.018 0.021 0.021
C -2.51454 -2.82704 -3.27004 0.015 0.010 -0.012
C -3.39758 -3.40671 -2.36756 -0.011 -0.008 0.002
C -3.23696 -3.21899 -0.99918 0.004 0.002 -0.004
C -2.18800 -2.44859 -0.53235 0.016 -0.012 -0.010
C 1.17613 -1.76676 0.20135 -0.020 0.007 0.004
C 2.21001 -1.05562 0.82165 -0.018 -0.011 -0.007
C 3.12782 -1.73049 1.60550 -0.003 0.004 -0.001
C 3.00992 -3.10614 1.78172 0.007 0.002 0.012
C 1.97934 -3.80915 1.17344 -0.024 -0.011 -0.007
C 1.05510 -3.14449 0.38021 0.029 0.008 0.001
H 1.45427 -0.74270 -2.71983 -0.002 -0.016 0.006
H 1.60951 0.68763 -1.68075 0.017 -0.007 -0.018
H 0.20407 0.53451 -2.75547 0.008 0.010 0.002
H -0.77965 -1.60263 -3.52380 -0.007 -0.008 -0.011
H -2.64317 -2.98383 -4.33221 -0.005 -0.003 0.003
H -4.21728 -4.01082 -2.73263 0.002 0.002 -0.001
H -3.92776 -3.67545 -0.30373 0.004 0.002 0.004
H -2.05000 -2.31552 0.53598 -0.008 -0.004 0.005
H 2.29256 0.01905 0.69419 0.011 -0.004 0.007
H 3.93805 -1.19064 2.07672 0.001 -0.002 -0.002
H 3.73175 -3.63291 2.39151 0.000 0.002 0.001
H 1.90000 -4.87962 1.30569 0.004 0.001 0.001
H 0.26257 -3.69703 -0.10738 0.002 -0.001 -0.001
S -0.37690 -0.93435 3.62377 0.025 -0.102 0.148
C -0.75956 -0.19768 2.38326 -0.049 0.167 -0.252

=====

122
Properties=species:S:1:pos:R:3:forces:R:3 method="wB97M-V/def2-TZVPD" homo_energy_ev=-8.002 charge=0 smiles=CCN(CC)CC.CCCCCC.CCCCCC.CCCCCC.CCCCCC.CCCCCC gap_ev=8.781 spin_multiplicity=1
C 9.32506 -113.91891 118.34605 -3.109 3.530 2.534
C 9.00662 -112.80779 117.18484 0.202 -4.683 0.169
N 8.02284 -113.13005 116.16363 -0.526 0.058 2.327
C 7.39012 -111.93548 115.64934 -4.911 -2.026 -0.128
C 8.31860 -111.03271 115.03660 -2.844 -0.464 -5.530
C 8.41043 -114.15239 115.21601 0.375 -0.898 1.481
C 7.24720 -115.00320 114.78535 -1.220 -0.713 4.173
H 9.95085 -113.26521 119.10090 -0.450 -2.145 -1.389
H 9.34359 -114.97656 118.33400 1.901 -1.152 -1.218
H 8.34125 -114.07510 119.00783 1.144 1.382 -1.186
H 9.92688 -112.60624 116.71727 1.648 0.638 -0.433
H 8.70225 -112.05031 117.80698 -0.911 2.297 0.891
H 6.78836 -111.31743 116.36219 0.733 -1.085 0.514
H 6.40154 -112.34934 115.01226 2.853 1.289 0.787
H 8.65024 -111.40193 114.09341 1.433 -1.131 -0.473
H 9.01889 -110.70295 115.61717 4.369 1.635 3.412
H 7.89058 -110.19874 114.55089 -1.288 1.603 0.286
H 9.12311 -114.93008 115.74316 -0.869 2.006 -1.091
H 8.84470 -113.67086 114.35213 0.778 -0.151 -0.542
H 6.36168 -114.46953 114.44594 0.249 -0.396 -0.608
H 6.92170 -115.67444 115.71529 0.164 1.931 -1.219
H 7.66200 -115.82171 114.32285 0.420 -1.513 -2.753
C 10.44855 -109.59717 119.89503 -0.208 1.881 2.349
C 9.06371 -109.98476 120.26081 -3.462 0.587 1.561
C 7.91579 -109.33109 119.36164 1.031 -1.148 3.115
C 6.56782 -109.85393 119.96234 2.095 10.398 -0.950
C 5.39452 -109.02062 119.39747 -1.118 1.654 -0.384
C 5.28278 -109.24750 117.87965 1.882 2.220 -0.306
H 10.52551 -108.44564 120.03494 0.532 -1.935 -0.450
H 10.42143 -109.90316 118.87136 1.267 0.048 -0.800
H 11.10010 -110.18294 120.60647 0.027 0.863 -1.246
H 8.63510 -109.98353 121.38790 1.611 0.779 -2.162
H 9.02909 -111.01485 120.10604 -0.300 -2.136 -0.495
H 8.08917 -109.44037 118.34195 0.142 -1.113 -1.982
H 8.12517 -108.26617 119.44741 -0.940 0.476 0.585
H 6.71489 -109.64456 120.96746 -0.324 0.027 2.124
H 6.24081 -110.69965 119.80321 -1.829 -9.217 -1.605
H 5.55299 -107.87111 119.66617 -0.587 -2.368 -0.714
H 4.33190 -109.33273 119.66563 1.532 0.330 0.924
H 4.37299 -109.02393 117.43346 -2.265 0.806 -0.165
H 5.43021 -110.20746 117.49674 0.670 -2.026 0.184
H 5.94939 -108.60963 117.27300 0.259 -0.183 0.416
C 10.64461 -116.10647 125.57055 -0.380 -2.278 -1.681
C 9.39317 -116.54059 124.79956 -1.042 -3.847 0.037
C 9.53134 -116.36890 123.30353 2.150 0.796 -2.396
C 8.40528 -116.93447 122.37589 1.848 3.489 0.307
C 8.39071 -116.45595 120.95931 0.799 -5.617 -3.349
C 7.05499 -116.80462 120.13977 -0.064 -0.567 3.325
H 11.51259 -116.82507 125.28495 -1.222 1.799 0.130
H 10.55187 -116.15961 126.62163 -0.307 0.135 1.120
H 10.60576 -115.12036 125.20202 1.705 1.607 0.039
H 8.46563 -116.03766 124.93528 -0.571 1.055 1.310
H 9.06732 -117.64273 125.07707 0.855 1.732 -0.742
H 10.60109 -116.78321 122.95848 -2.245 0.766 0.459
H 9.57810 -115.22454 123.06465 0.124 -1.716 0.515
H 7.45460 -116.75415 122.70269 -2.610 1.143 1.810
H 8.41897 -117.91743 122.38068 0.509 -5.031 0.045
H 9.11501 -117.25961 120.36235 -0.762 2.730 1.304
H 8.69872 -115.47668 120.91941 0.729 2.319 -0.693
H 7.04411 -116.42812 119.12609 0.178 -0.074 -0.174
H 6.26360 -116.23016 120.75978 0.500 -1.381 -1.279
H 6.94154 -118.00690 120.17951 -0.151 2.996 -0.135
C 12.51174 -115.78317 120.43116 -2.920 -1.673 -4.177
C 12.88536 -114.36279 120.10980 -0.638 0.191 3.984
C 12.12656 -113.31386 121.13533 -1.945 -6.934 2.437
C 12.59403 -113.46445 122.63195 0.694 6.620 -4.212
C 12.01827 -112.29998 123.46328 0.471 -1.096 0.253
C 12.53365 -112.31992 124.85453 0.469 -0.410 3.013
H 12.72954 -116.16560 121.33224 1.876 -0.949 3.455
H 12.78371 -116.65635 119.64287 -0.379 2.316 1.527
H 11.40522 -115.84116 120.54855 0.248 -0.001 -0.728
H 12.68554 -114.16920 119.11862 -0.459 0.733 -2.181
H 13.94643 -114.37175 120.30487 0.618 0.974 -0.152
H 10.96330 -113.61916 121.42703 2.407 0.908 -2.116
H 12.22735 -112.37314 120.85505 0.224 4.324 -1.538
H 13.62106 -113.69767 122.57015 1.996 1.180 0.662
H 12.30364 -114.29864 122.93411 -3.407 -7.303 2.914
H 10.93020 -112.24455 123.63908 0.100 -0.518 -1.193
H 12.33914 -111.38893 123.00720 0.020 0.854 -0.384
H 13.62584 -112.23302 124.84963 -0.031 -0.183 0.121
H 12.28871 -113.35789 125.46856 0.329 2.860 -1.456
H 12.18395 -111.35166 125.38178 0.272 -1.864 -0.280
C 11.78426 -116.18600 116.06284 1.524 -4.150 -2.103
C 13.17883 -116.12057 115.33123 0.740 1.860 1.514
C 13.14238 -115.43561 113.91126 -0.564 -0.146 0.835
C 12.67295 -113.93727 113.93042 -1.831 -2.770 -0.777
C 12.75366 -113.41279 112.47769 -0.978 2.698 1.529
C 12.53488 -111.85305 112.43696 -1.028 -4.181 16.683
H 11.01214 -116.57928 115.36165 0.371 0.399 0.283
H 11.64751 -115.19065 116.21513 -1.403 2.538 1.689
H 11.84034 -116.99357 116.86743 -0.156 1.870 -0.443
H 13.73932 -116.98711 115.55233 0.230 -2.044 -1.422
H 13.84774 -115.59441 116.08333 -0.785 0.863 -0.889
H 12.37368 -116.04383 113.40202 0.457 0.361 -0.433
H 14.02937 -115.31725 113.27785 0.395 -1.244 0.604
H 13.25540 -113.46408 114.75697 -0.796 0.412 -0.942
H 11.55842 -114.09759 114.07106 1.068 1.194 0.855
H 12.10808 -113.87532 111.72020 -0.088 -0.301 0.668
H 13.72272 -113.42956 112.11972 2.297 -0.904 -0.792
H 11.42224 -111.61890 112.92322 3.108 -0.127 -1.083
H 12.57671 -111.60244 111.60989 0.547 4.827 -14.159
H 13.51128 -111.35156 113.06784 -3.143 -1.107 -1.541
C 12.45817 -110.63602 116.27949 1.693 -1.873 -0.479
C 13.54968 -111.43430 117.01046 0.020 -1.060 -1.858
C 13.85960 -110.90967 118.33341 5.015 3.145 -1.653
C 14.33279 -109.45121 118.60197 -1.089 0.960 1.949
C 14.62619 -109.23498 120.19847 4.291 1.912 -3.857
C 14.52462 -107.77823 120.64455 4.923 -0.040 2.149
H 12.77301 -109.66531 116.04940 0.708 1.716 0.159
H 11.59833 -110.59533 116.86001 -1.834 0.053 0.906
H 12.28607 -111.03554 115.30248 -0.594 -0.674 -0.525
H 14.48680 -111.43307 116.42345 -0.457 -0.196 -0.173
H 13.31365 -112.54311 117.27468 -0.059 1.626 -1.195
H 14.68877 -111.50766 118.60428 0.875 -0.790 1.180
H 13.07993 -111.13289 118.85137 -4.767 -1.077 4.142
H 13.58722 -108.63770 118.44652 0.037 -0.829 -0.567
H 15.21770 -109.15065 118.07299 0.432 -0.127 -0.538
H 15.80434 -109.46047 120.31017 -2.985 -0.463 0.391
H 13.88916 -109.80977 120.60375 -1.268 -1.934 2.069
H 13.62872 -107.31207 120.66245 -3.327 0.933 0.201
H 15.16871 -107.03313 120.11208 -0.226 -1.006 -0.265
H 15.03656 -107.67172 121.72638 -1.498 -0.363 -2.018

=====

15
Properties=species:S:1:pos:R:3:forces:R:3 method="wB97M-V/def2-TZVPD" homo_energy_ev=-9.725 charge=0 smiles=C[C@@]1(O)C[C@H]2O[C@H]21 gap_ev=10.694 spin_multiplicity=1
C 1.46741 0.62165 -0.39595 0.022 -0.012 0.007
C 0.33592 -0.08799 0.33000 -0.012 0.129 -0.290
O 0.71287 -0.61601 1.58603 0.230 0.060 -0.009
C -1.01073 0.68800 0.47580 -0.051 0.132 0.036
C -1.67524 -0.37389 -0.39437 -0.341 0.003 0.146
O -0.96161 -0.43945 -1.62826 0.001 0.086 -0.128
C -0.43323 -1.13718 -0.50693 0.175 -0.262 0.055
H 1.13347 0.88367 -1.40328 0.054 -0.002 0.146
H 1.75852 1.54529 0.11983 -0.092 -0.169 -0.018
H 2.35748 -0.01688 -0.49306 -0.213 0.034 0.072
H 1.66339 -0.50453 1.66887 0.046 -0.115 0.121
H -1.33070 0.62229 1.51916 0.009 0.042 -0.154
H -1.05480 1.72271 0.12286 -0.003 -0.150 -0.008
H -2.70952 -0.70226 -0.40633 0.172 0.031 0.012
H -0.25324 -2.20541 -0.59436 0.004 0.192 0.013

=====

9
Properties=species:S:1:pos:R:3:forces:R:3 method="wB97M-V/def2-TZVPD" homo_energy_ev=-11.122 charge=0 gap_ev=11.616 spin_multiplicity=1
C 0.69037 -0.43609 0.02867 -0.001 0.167 -0.252
C -0.76485 -0.78153 0.06795 -0.390 -1.358 -1.598
C 0.40675 1.03227 0.06564 0.117 0.684 1.615
O -1.24343 0.54769 -1.01727 0.016 -1.184 0.999
O -1.07019 0.86333 0.44055 0.622 0.901 -0.467
O -1.43000 -1.73750 0.23893 0.417 1.679 0.136
O 1.00388 2.04525 0.10805 -0.788 -0.812 -0.420
H 1.20147 -0.76523 0.93732 0.046 0.082 -0.108
H 1.20601 -0.76818 -0.86985 -0.039 -0.158 0.094

=====

It is found that the energy above the lowest of the compared OMol25 structures with the same formula, charge and spin values, taken in the order of the records, are 1.6 75.5 52.8 117.4 kcal per mole.
It is found that the total energy values, taken in the order of the records, are -4012.7772 -1476.7614 -345.7208 -416.2977 hartree.